Here is 12 unconnected molecules or ions with the total composition C51H68BF14IN2O38P at a distorted geometry from the OMol25 dataset. Energies are from ωB97M-V/def2-TZVPD.

The geometry in XYZ format:
```
176
Properties=species:S:1:pos:R:3:lowdin_charge:R:1
C -2.0369 0.1081 -6.4834 -0.12
C -2.6248 -0.1252 -4.9359 -0.13
C -1.4151 0.0828 -3.7999 -0.13
F -0.4226 0.9804 -4.4416 -0.10
C -0.8191 -1.3464 -3.2633 -0.23
C -0.2535 -2.4342 -4.4008 -0.10
C 0.9858 -1.8822 -5.2979 -0.06
C 2.3492 -2.7817 -5.3053 -0.17
F 2.1976 -4.1532 -4.7138 -0.02
F 2.7086 -3.0390 -6.7509 -0.04
C 3.6354 -2.1032 -4.5513 -0.10
F 4.7806 -3.0725 -4.7317 0.01
F 3.3365 -2.1185 -3.0910 0.02
C 4.1134 -0.6490 -5.1201 -0.07
F 3.4429 -0.2220 -6.3913 0.03
F 5.5697 -0.8031 -5.4928 0.01
C 3.9519 0.6058 -4.0773 -0.08
F 4.0950 1.8551 -4.9147 0.01
F 2.6290 0.7146 -3.4205 0.07
C 5.0934 0.7041 -2.9100 -0.09
F 4.3728 1.1249 -1.6504 0.03
F 5.7749 -0.5660 -2.5739 0.06
C 6.2567 1.8323 -3.1587 -0.12
F 7.2993 1.5906 -2.0921 0.02
F 6.9919 1.6538 -4.4572 0.02
F 5.7872 3.2314 -2.9375 0.04
O 0.3587 -1.3325 -2.3322 -0.10
B 0.3190 -2.1632 -1.1138 -1.26
I 1.3543 -4.1349 -1.1252 0.84
C 0.8401 -1.0799 0.0402 -0.03
C 2.3361 -1.4028 0.6293 -0.29
O 3.4613 -1.5255 -0.1238 -0.11
N 2.5228 -1.5293 2.1268 -0.20
C 3.9757 -1.4705 2.5459 -0.13
C 1.9756 -2.8282 2.6766 -0.10
O -1.1060 -2.6290 -0.9972 -0.16
C -1.8294 -2.2032 -2.2415 -0.39
C -3.0913 -1.3561 -1.5444 -0.22
N -2.5612 -0.3077 -0.5481 -0.01
P -2.8362 -3.6713 -3.0328 1.03
O -4.5007 -3.1302 -3.2919 -0.36
O -2.9989 -4.8234 -1.6945 -0.32
H -2.7083 -0.5105 -7.2272 0.08
H -0.9364 -0.3023 -6.6051 0.06
H -2.1255 1.2378 -6.8076 0.07
H -3.0863 -1.2005 -4.9194 0.09
H -3.4028 0.7441 -4.7727 0.11
H -1.9294 0.7420 -2.9481 0.15
H -0.0721 -3.4276 -3.8141 0.10
H -1.1681 -2.6222 -5.1445 0.11
H 0.6103 -1.8287 -6.4294 0.13
H 1.3290 -0.7683 -5.0494 0.13
H 0.9094 -0.0115 -0.4875 0.12
H 0.0158 -1.0264 0.9014 0.13
H 4.5831 -0.5703 2.0926 0.10
H 4.4526 -2.5248 2.2520 0.11
H 4.1094 -1.3803 3.7277 0.09
H 1.7645 -3.6562 1.8770 0.06
H 2.7626 -3.2260 3.4774 0.07
H 1.0066 -2.5635 3.3082 0.09
H -3.7738 -2.0760 -0.8861 0.12
H -3.6747 -0.8170 -2.4045 0.08
H -1.6517 0.0969 -0.8848 0.03
H -3.2188 0.5100 -0.5273 0.04
H -4.5116 -2.6784 -4.1861 0.05
H -3.5921 -4.3566 -1.0064 0.07
C 1.8861 3.3295 1.0560 -0.13
C 0.7620 4.2323 1.4489 -0.14
O -0.3355 3.7241 0.7146 0.07
C -0.0565 2.4168 0.4375 -0.48
O -0.8569 1.6268 -0.0345 0.11
O 1.2342 2.1090 0.7584 0.05
H 2.6128 3.1944 1.8617 0.14
H 2.4091 3.6785 0.1595 0.13
H 0.5311 4.1717 2.5177 0.10
H 0.9550 5.2759 1.1856 0.14
C -3.3952 4.2772 -9.3574 -0.14
C -4.8242 4.0582 -9.7356 -0.14
O -5.0555 2.7117 -9.3675 0.07
C -4.1420 2.4017 -8.4016 -0.51
O -4.1614 1.3782 -7.7384 0.11
O -3.2052 3.3864 -8.2742 0.05
H -3.1990 5.3082 -9.0504 0.14
H -2.7034 4.0076 -10.1622 0.14
H -5.5089 4.7014 -9.1728 0.14
H -4.9984 4.2034 -10.8053 0.14
C -7.1531 -7.6106 -3.4855 -0.15
C -7.0233 -6.7764 -2.2525 -0.15
O -5.7623 -6.1545 -2.4117 0.06
C -5.4931 -6.1398 -3.7500 -0.50
O -4.5687 -5.5289 -4.2599 0.08
O -6.3935 -6.8967 -4.4427 0.06
H -8.1917 -7.7120 -3.8122 0.13
H -6.7194 -8.6086 -3.3630 0.13
H -7.7944 -6.0014 -2.1889 0.13
H -7.0470 -7.3772 -1.3392 0.13
C 7.9405 -0.2176 -7.9941 -0.14
C 8.5047 -1.4448 -7.3549 -0.14
O 8.9199 -2.2255 -8.4595 0.06
C 9.1286 -1.3644 -9.4981 -0.52
O 9.6538 -1.6740 -10.5545 0.12
O 8.6740 -0.1123 -9.1999 0.06
H 8.0788 0.6745 -7.3771 0.13
H 6.8775 -0.3226 -8.2351 0.14
H 9.3760 -1.2269 -6.7283 0.14
H 7.7626 -1.9815 -6.7576 0.13
C -7.7504 -0.4163 -1.5999 -0.14
C -7.9784 0.7748 -0.7269 -0.14
O -6.6753 1.2919 -0.5351 0.07
C -5.9189 0.8621 -1.5872 -0.50
O -4.7917 1.2583 -1.8323 0.11
O -6.5887 -0.0676 -2.3291 0.06
H -8.5898 -0.6047 -2.2748 0.14
H -7.5463 -1.3246 -1.0233 0.14
H -8.5938 1.5385 -1.2140 0.13
H -8.4346 0.5080 0.2303 0.14
C 0.5326 0.3469 4.3100 -0.13
C -0.8377 0.7738 4.7261 -0.13
O -0.6415 2.0992 5.1810 0.06
C 0.4884 2.5646 4.5724 -0.52
O 0.8592 3.7261 4.6042 0.10
O 1.1482 1.5612 3.9233 0.06
H 0.5132 -0.3605 3.4764 0.11
H 1.1029 -0.0912 5.1357 0.13
H -1.5435 0.7880 3.8888 0.15
H -1.2449 0.1462 5.5235 0.09
C -2.4480 0.0681 9.1912 -0.13
C -1.8838 -1.1591 9.8304 -0.13
O -1.4686 -1.9398 8.7258 0.07
C -1.2599 -1.0788 7.6872 -0.49
O -0.7347 -1.3883 6.6308 0.12
O -1.7145 0.1734 7.9855 0.06
H -2.3097 0.9601 9.8082 0.14
H -3.5110 -0.0369 8.9502 0.14
H -1.0125 -0.9412 10.4570 0.12
H -2.6259 -1.6959 10.4278 0.14
C 1.8778 2.0177 9.3893 -0.13
C 0.9871 3.0652 9.9743 -0.12
O 0.1643 2.3335 10.8630 0.06
C 0.8485 1.1998 11.1950 -0.52
O 0.5097 0.4229 12.0720 0.11
O 1.9612 1.0498 10.4185 0.06
H 2.8695 2.4056 9.1408 0.13
H 1.4449 1.5502 8.4987 0.13
H 1.5436 3.8163 10.5448 0.10
H 0.3844 3.5706 9.2147 0.15
C 5.6435 4.5431 12.5301 -0.14
C 5.2381 3.2690 11.8628 -0.13
O 3.9103 3.5273 11.4477 0.05
C 3.7849 4.8823 11.3387 -0.50
O 2.8252 5.4474 10.8414 0.13
O 4.8735 5.5218 11.8576 0.07
H 6.7120 4.7485 12.4215 0.14
H 5.3842 4.5590 13.5939 0.14
H 5.8476 3.0468 10.9805 0.14
H 5.2725 2.4137 12.5432 0.14
C -4.8191 5.5297 -4.3778 -0.13
C -5.2245 4.2556 -5.0452 -0.13
O -6.5523 4.5139 -5.4603 0.06
C -6.6777 5.8689 -5.5693 -0.52
O -7.6374 6.4340 -6.0666 0.12
O -5.5890 6.5085 -5.0503 0.06
H -3.7506 5.7351 -4.4865 0.14
H -5.0783 5.5456 -3.3141 0.14
H -4.6149 4.0334 -5.9275 0.12
H -5.1901 3.4003 -4.3648 0.14
C 3.0570 -2.8708 7.1887 -0.14
C 3.6212 -4.0980 7.8279 -0.14
O 4.0364 -4.8787 6.7233 0.06
C 4.2451 -4.0177 5.6847 -0.52
O 4.7703 -4.3272 4.6283 0.13
O 3.7905 -2.7655 5.9829 0.04
H 3.1953 -1.9787 7.8057 0.13
H 1.9940 -2.9758 6.9477 0.13
H 4.4925 -3.8801 8.4545 0.13
H 2.8791 -4.6347 8.4252 0.14
```

Properties
- Charge: -1
- HOMO: -4.4 eV
- Total energy: -190877.031 eV
- LUMO level: 1.2 eV